Entry from the OMol25 dataset: C36H34Cl3N8OSSn as an isolated structure (ωB97M-V/def2-TZVPD).

## Properties
- gap between HOMO and LUMO (eV) = 7.98
- charge = +1

Structure (XYZ):
```
84
Properties=species:S:1:pos:R:3:mulliken_charge:R:1
H 3.211 -4.556 -4.220 0.441
C -2.275 0.847 2.464 -0.173
H -2.132 -5.922 -1.155 0.353
H 4.038 -2.062 2.757 0.600
C 3.182 -2.327 0.329 -0.169
C 2.836 -0.751 -1.155 -0.259
Cl -4.875 -3.540 -2.671 -0.184
H -5.144 -2.163 0.494 0.489
S -5.592 -5.492 -0.544 -0.161
H -0.241 -2.680 1.991 0.568
H 2.776 -0.136 -2.041 0.487
H -3.910 4.414 4.059 0.296
C -0.157 -4.815 -3.838 -0.699
C -4.809 -5.135 -2.033 0.739
H 1.404 -1.384 6.029 0.388
H 4.908 -2.162 5.126 0.381
H -0.356 2.966 1.304 0.149
C -3.363 -6.209 -3.831 -0.791
N 2.273 -0.325 -0.023 -0.929
C -4.158 -6.207 -2.560 0.019
C -4.321 -1.490 0.667 -0.773
C -0.498 -4.353 -5.114 -0.589
H -3.854 -8.314 -1.948 0.417
C 1.780 -4.044 -5.723 0.303
C 0.435 -3.972 -6.055 -0.998
C 1.649 -1.316 4.974 -1.155
Cl 2.983 -3.576 -6.868 -0.199
C -5.037 -7.113 -0.604 -0.369
C 3.092 -1.714 3.156 -0.476
C 2.159 -1.177 2.267 0.187
H -2.986 4.149 5.537 0.387
C -4.299 -7.354 -1.716 -0.724
C 3.427 -2.004 -0.985 -1.048
H -0.506 -2.848 -2.182 0.541
C 0.962 -0.597 2.728 -0.154
H -0.814 3.354 -0.220 0.271
H -2.070 -4.367 -3.026 0.417
C -1.365 -5.208 -2.988 0.935
H -4.365 3.116 5.155 0.382
C -0.547 -3.133 -1.141 -0.973
H -4.180 1.661 2.989 0.536
H -0.436 -6.327 -1.393 0.519
C -3.108 1.733 3.144 -0.276
O -1.961 -6.340 -3.608 -0.480
N -2.891 -0.114 1.608 0.704
C -0.395 -3.093 1.009 -0.553
C 2.873 -1.795 4.517 0.404
C -0.737 -4.364 0.659 -1.445
C -3.515 3.647 4.728 -1.565
C -0.885 0.903 2.588 -0.929
C 2.163 -4.492 -4.477 -0.896
H 3.757 -2.059 6.464 0.402
C -3.991 -0.859 1.846 -0.348
C -1.179 -5.544 -1.516 -1.343
C 0.738 -0.745 4.111 0.072
H -4.440 -0.902 2.825 0.534
H 0.689 2.014 3.508 0.499
N -0.275 -2.329 -0.134 0.875
C 1.203 -4.878 -3.545 1.423
H 3.418 -3.218 0.886 0.535
Sn -0.135 0.139 -0.243 0.893
H -0.774 3.560 4.725 0.376
H -1.548 -4.295 -5.374 0.326
H 3.804 -3.496 5.448 0.302
H 3.952 -2.598 -1.715 0.507
C -0.387 1.928 3.406 0.431
H -3.568 -5.299 -4.400 0.336
H -3.640 -7.066 -4.440 0.472
H 0.128 -3.623 -7.031 0.446
N -0.154 2.805 0.321 -0.584
H 0.771 3.180 0.136 0.290
H -3.245 -1.306 -1.296 0.469
N -0.012 0.014 1.921 0.607
H -0.202 -0.399 4.518 0.500
C -3.358 -1.055 -0.252 -0.513
N 2.495 -1.302 0.881 0.712
N -2.502 -0.218 0.325 -0.561
H -0.918 -5.245 1.254 0.563
C -1.213 2.793 4.096 -0.804
C 3.894 -2.407 5.440 -1.681
Cl 1.856 -5.448 -2.033 -0.190
H -5.308 -7.804 0.180 0.458
C -2.601 2.705 3.990 0.401
N -0.830 -4.376 -0.713 0.653
```

Entry from the OMol25 dataset: C32H51EuN4OP2S as an isolated structure (ωB97M-V/def2-TZVPD).

## Properties
- gap between HOMO and LUMO (alpha / beta) (eV) = 5.11 / 5.16
- charge = +1
- energy above the lowest of the compared OMol25 structures with the same formula, charge and spin (kcal/mol) = 22.3
- spin multiplicity = 8

Structure (XYZ):
```
92
Properties=species:S:1:pos:R:3:mulliken_charge:R:1
C 1.752 -1.762 -0.789 -0.212
C -1.228 -2.847 -1.730 -1.683
H -1.991 -3.189 -2.446 0.733
H -3.593 -3.775 -0.763 0.492
H 1.135 0.391 6.119 0.214
C -1.172 -5.054 -0.604 -1.719
H -0.766 -0.821 6.475 0.222
C -3.950 0.824 -3.817 -0.590
C 1.846 0.387 -1.645 -0.263
C -1.692 1.308 -5.462 -0.718
C -1.480 -3.568 -0.392 1.832
H -1.465 4.986 -1.906 0.478
C -2.949 -3.373 0.033 -1.648
H -0.534 1.231 -3.628 0.418
H 3.930 1.797 -0.914 0.321
H 0.553 -2.068 3.730 0.017
H -3.191 -3.927 0.947 0.297
H -2.328 2.771 -0.118 0.257
H 3.992 4.254 -1.209 0.422
P 0.967 2.549 -0.010 0.493
H -1.964 -2.665 3.422 0.255
C -4.068 1.004 -5.208 -0.479
H 1.815 -3.109 3.001 0.335
H 3.112 -3.167 -1.626 0.493
C -0.247 -3.756 2.551 1.793
H 3.392 1.238 0.709 -0.148
H -4.912 0.688 -3.273 0.400
H -1.070 3.317 -2.250 0.231
C 1.958 0.020 2.336 0.427
C 0.816 -3.099 3.453 -1.555
H -0.771 1.486 -6.047 0.380
C -2.652 0.713 -3.251 0.496
N 0.744 0.755 5.254 -0.282
C -0.545 0.525 4.920 0.372
H -2.392 -4.265 2.754 0.344
H 1.365 2.355 -2.427 0.395
H 1.309 -3.804 -0.388 0.589
N -1.170 -0.476 5.599 -0.345
H -2.531 4.482 0.288 0.518
C 3.770 2.094 0.131 -1.363
H 2.454 3.114 2.405 0.110
N -2.277 0.292 -0.723 -0.474
H -1.786 3.390 1.453 0.249
H 2.027 -3.006 0.927 0.709
C 2.467 -0.060 -2.848 -0.815
H 2.371 3.950 -1.794 0.152
H -1.502 -4.161 4.276 0.467
H 2.586 0.690 -3.675 0.391
C -0.490 3.986 -0.245 2.190
H -1.477 -5.673 0.243 0.337
C 2.937 4.261 -0.901 -1.331
C 0.178 -5.210 2.307 -1.640
H 0.094 5.079 1.561 0.332
H 0.876 -3.686 4.384 0.624
H 4.769 2.375 0.504 0.654
H 0.218 4.547 -2.248 0.300
N 1.355 -0.487 -0.661 1.378
H 3.875 4.079 1.869 0.525
C -1.848 3.619 0.379 -1.606
C 1.268 -2.848 0.151 -1.232
H -2.173 -0.552 5.461 0.242
H 2.260 4.777 1.772 0.329
Eu -0.516 0.265 1.208 0.521
H 2.639 5.301 -0.689 0.312
H -0.114 -5.236 -0.835 0.274
H 0.405 -5.679 3.280 0.505
H -0.618 -5.818 1.865 0.301
C 2.697 -2.158 -1.749 -0.714
C 2.822 3.840 1.658 -1.531
C -1.610 -3.700 3.280 -1.791
H -0.816 6.027 0.401 0.531
C 3.008 -1.342 -2.852 -0.971
C 2.750 3.256 0.250 1.461
H -0.232 -3.076 -2.135 0.230
C -1.536 1.108 -4.082 0.105
H -2.991 1.304 -7.146 0.375
H 0.872 5.701 0.063 0.263
S -1.374 1.426 3.747 -0.408
C -0.035 5.257 0.483 -1.861
H -1.758 -5.395 -1.472 0.498
H 3.757 -1.662 -3.595 0.375
H 1.070 -5.280 1.667 0.287
O 3.002 -0.246 2.756 -0.328
C 1.677 1.813 -1.510 -0.858
H -1.340 -1.768 -1.639 -0.160
P -0.389 -2.733 0.946 0.496
C -2.623 0.257 -1.879 0.303
C -2.964 1.227 -6.046 -0.411
H -3.188 -2.313 0.197 0.244
C -0.695 4.215 -1.743 -1.717
H -5.037 0.890 -5.716 0.339
H 1.159 1.591 4.873 0.223
```

Entry from the OMol25 dataset: a 2-piece molecular cluster, CH5N2S overall (ωB97M-V/def2-TZVPD).

## Properties
- gap between HOMO and LUMO (eV) = 7.13
- charge = -1
- energy above the lowest of the compared OMol25 structures with the same formula, charge and spin (kcal/mol) = 31.9

Structure (XYZ):
```
9
Properties=species:S:1:pos:R:3:mulliken_charge:R:1
H 1.222 0.175 0.213 0.204
S 1.142 -1.588 -1.841 -0.892
H -0.065 1.812 -0.223 0.350
C -0.396 1.005 0.382 0.102
H -0.103 -1.431 -2.437 -0.017
N -1.517 0.265 0.209 -0.559
H 0.488 -0.338 1.658 0.269
H -1.479 -0.373 0.989 0.202
N 0.708 0.471 1.050 -0.658
```